[1]
The following is a quantum chemistry calculation of a molecular structure, C29H57Li5O14P in a non-equilibrium geometry, from OMol25.

Last column: Mulliken charge in e.
Cartesian coordinates (Å):
P 0.8407 0.3090 -0.1500  1.29
O 2.3274 3.6891 1.0436  -0.98
O -1.5131 2.8931 1.9953  0.50
O -0.0029 2.6635 -3.4290  -0.16
O -0.1328 0.9351 -1.1795  -0.99
O 0.5352 0.9321 1.2034  -0.48
O 0.7694 -1.2197 -0.3708  -1.19
O 5.0935 -1.2583 -0.3732  -0.14
O 0.9877 5.4539 0.7297  -0.45
O 3.0642 -3.0708 0.1323  -0.15
O -2.7890 1.6802 -0.1461  0.21
O -0.4710 -1.2391 4.9741  -0.48
O -2.2092 -1.3931 -2.0233  -0.17
O 0.6055 3.5453 -0.3438  -0.21
O 2.2779 0.7381 -0.5426  -1.07
C -0.0015 -2.5298 5.3185  -0.66
C 7.3227 -0.8487 0.1319  -0.64
C -3.8197 -3.0884 -2.2912  -0.66
C -0.2649 1.7271 -4.4872  0.00
C 3.5511 -4.1590 -0.6811  -0.56
C -1.1491 2.4749 -5.4900  -0.79
C -2.3655 4.4753 3.4852  -0.65
C 2.1030 -5.0931 0.9097  -0.57
C -5.1361 1.4644 -0.2032  -0.81
C -3.2128 1.7388 -1.5209  0.28
C 2.1685 -3.5877 1.1287  0.03
C -1.1816 -2.6116 3.2119  0.03
C -3.8929 1.3571 0.6921  -0.51
C -1.9116 3.4321 -4.5786  -0.28
C -2.0642 4.2108 2.0230  -0.62
C -0.7275 2.7024 3.1771  0.31
C -2.3030 -2.0957 -0.7480  1.28
C -2.9352 -2.1073 -3.0541  -0.58
C -2.9487 -3.4324 -1.0870  -0.61
C -0.8388 3.8262 -3.5662  -0.33
C -4.5544 1.0422 -1.5538  -0.01
C -0.2815 -3.4622 4.1091  -0.23
C 5.3768 0.0229 -0.9631  -0.12
C -1.2537 3.7247 4.2147  -0.80
C 6.3246 -1.9544 -0.1873  -0.57
C 6.9082 0.2363 -0.8574  -0.60
C 1.3285 4.1832 0.4607  0.34
C -0.7186 -1.2026 3.5737  0.53
C 2.4895 -5.2242 -0.5708  -0.56
Li -0.3797 -0.7891 -1.8989  0.75
Li 2.3216 1.6780 1.1452  0.77
Li -0.8331 1.9793 0.2917  0.81
Li 1.2046 2.1849 -1.8315  0.92
Li 2.6052 -1.3142 -0.8155  0.78
H -2.4619 5.5291 3.7427  0.38
H -4.4808 -0.0470 -1.5960  -0.41
H 2.8267 -5.6447 1.5147  0.32
H 5.1069 0.0217 -2.0259  0.25
H 4.5071 -4.5049 -0.2720  0.28
H -5.1843 1.3320 -2.3971  0.45
H -5.9819 0.8621 0.1233  0.43
H -3.9629 2.0813 1.5037  0.18
H 1.1912 -3.1268 0.9867  -0.37
H 0.1787 -0.8911 3.0293  -0.14
H -0.4492 4.4075 4.5048  0.34
H -2.7269 2.8884 -4.0996  -0.03
H -2.2031 -4.1741 -1.3828  0.29
H 4.8004 0.7845 -0.4476  -0.01
H 7.1606 -0.5531 1.1719  0.28
H -3.3343 2.7923 -1.7889  0.20
H 2.5345 -3.3382 2.1256  0.26
H 8.3821 -1.0901 0.0580  0.37
H -3.8180 0.3581 1.1317  0.21
H 6.2037 -2.6619 0.6309  0.26
H -0.9398 1.6935 3.5154  -0.33
H -0.5325 2.9391 -6.2613  0.28
H -0.5285 -2.8517 6.2183  0.29
H -1.0056 -2.8136 2.1532  -0.25
H -0.8214 0.8774 -4.0700  -0.30
H 6.5937 -2.5078 -1.0961  0.35
H -4.7249 -2.5621 -1.9754  0.20
H -2.9344 -1.4948 -0.0887  -0.36
H 3.7549 -3.7656 -1.6773  0.34
H -0.2365 4.6394 -3.9761  0.46
H 1.5992 5.7598 1.4115  0.29
H -1.8024 1.7890 -6.0324  0.36
H 7.3801 0.0578 -1.8222  0.27
H 1.6210 -4.9743 -1.1921  0.15
H -2.2356 -2.7654 3.4424  0.44
H -2.3132 4.3028 -5.0926  0.47
H 1.0699 -2.5189 5.5454  0.32
H -4.1389 -3.9531 -2.8682  0.47
H 0.3334 2.8620 2.9995  0.03
H -1.5716 3.2832 5.1577  0.37
H -3.5106 -1.3798 -3.6217  0.27
H -2.2066 -2.6241 -3.6829  0.42
H 1.1304 -5.5277 1.1386  0.37
H -1.3310 4.9224 1.6264  0.26
H 0.6897 1.4087 -4.9024  0.44
H -1.2326 4.0894 -2.5874  0.05
H -1.5011 -0.4655 3.3870  -0.04
H -3.5434 -3.8479 -0.2754  0.43
H 2.7710 -6.2332 -0.8634  0.43
H 7.1444 1.2433 -0.5200  0.33
H -5.4696 2.5041 -0.2359  0.27
H -2.4638 1.2596 -2.1460  -0.67
H -1.3397 -2.2140 -0.2555  -0.85
H -2.9342 4.2323 1.3671  0.28
H 0.6616 -3.6461 3.5907  -0.24
H -0.6856 -4.4175 4.4360  0.45
H -3.3475 4.0557 3.7333  0.26

The value obtained for the HOMO energy is -11.18 eV. The calculation puts the energy relative to the best compared isomer or geometry (same formula, charge and spin) at 0.0 kJ/mol. As for the total charge: +1. The value obtained for the strongest force on any atom is 1.56 eV/A.


[2]
The following is a quantum chemistry calculation of a gas-phase ion, C13H27N6O4 (charge +1) in a non-equilibrium geometry, from OMol25.

Last column: natural (NBO) charge in e.
Cartesian coordinates (Å):
O 0.9769 -0.2966 1.7764  -0.69
O 4.2868 -0.7193 0.2037  -0.76
O 0.1009 -1.4499 -3.6040  -0.67
O 0.0423 1.7645 -0.7770  -0.62
N 0.8753 -0.3393 -0.9936  -0.65
N 2.7843 0.9815 1.7937  -0.59
N -2.9934 0.4896 2.5443  -0.55
N -1.2461 0.2825 -3.2250  -0.59
N -3.2765 -0.3103 4.6436  -0.76
N -1.2258 -0.3278 3.6843  -0.77
C -0.4527 -0.2498 -5.5716  -0.70
C 1.8843 0.1858 1.2342  0.72
C -2.5691 1.0427 -1.2349  -0.40
C 3.3979 -1.7441 -1.7284  -0.63
C 2.0635 -0.0818 -0.3074  -0.16
C 3.0785 -1.2450 -0.3319  0.11
C -3.2990 0.6717 0.1376  -0.41
C -1.4207 0.1639 -1.7709  -0.16
C -0.1210 0.6100 -1.0632  0.69
C -2.4924 0.0055 3.6695  0.67
C -0.5572 -0.4992 -4.0108  0.69
C -2.3315 0.6621 1.2849  -0.26
C 2.8947 1.1292 3.2426  -0.41
H 3.2778 2.1019 3.4388  0.21
H -1.5952 -0.1294 1.2222  0.21
H 3.4779 0.4953 3.7533  0.20
H -1.7608 1.0989 -3.5292  0.41
H -1.6854 1.6247 1.1328  0.24
H -0.7682 -0.2861 2.7663  0.45
H 0.7711 -1.0300 -1.7641  0.45
H -3.9697 1.6121 0.3718  0.23
H -2.9857 -1.1002 5.1903  0.42
H 3.6915 -0.9025 -2.3666  0.22
H 2.4407 0.7786 -0.8120  0.21
H -1.2983 -0.5772 -6.1932  0.24
H -4.0261 0.6639 2.4804  0.42
H 2.5680 -2.4193 -2.2299  0.23
H -1.6674 -0.8829 -1.5918  0.22
H 2.6810 -2.0610 0.2587  0.18
H 4.9812 -1.2957 0.4936  0.50
H -4.2663 -0.0490 4.7304  0.43
H -2.3003 2.1173 -1.2301  0.24
H -0.1750 0.8228 -5.6348  0.22
H -3.7723 -0.3524 0.0509  0.22
H 1.9135 1.2659 3.6326  0.21
H -3.4240 0.8621 -1.9507  0.22
H -0.7679 -0.9994 4.3043  0.43
H 4.2315 -2.3950 -1.4918  0.22
H 3.5660 1.1198 1.2025  0.42
H 0.4626 -0.8089 -5.8307  0.25

The value obtained for the HOMO energy is -11.82 eV. As for the SMILES: CNC(=O)[C@H](NC(=O)[C@@H](CCCNC(N)=[NH2+])NC(C)=O)[C@@H](C)O. The calculation puts the energy relative to the best compared isomer or geometry (same formula, charge and spin) at 0.0 kJ/mol. As for the total charge: +1. The value obtained for the strongest force on any atom is 6.45 eV/A.


[3]
The following is a quantum chemistry calculation of C3H4ClNS in the gas phase in a non-equilibrium geometry, from OMol25.

Last column: natural (NBO) charge in e.
Cartesian coordinates (Å):
Cl -1.7377 1.2329 -1.4611  0.05
S 0.8789 -0.2120 -2.3527  -0.12
N 1.5371 -0.1373 0.1532  -0.75
C -1.3011 -0.0097 0.9206  -0.39
C 0.5876 -0.0796 -0.7469  0.07
C -0.8500 0.3478 -0.2747  -0.09
H -2.3290 0.0113 1.3153  0.23
H 1.4580 -0.0433 1.1001  0.39
H 2.3866 -0.5493 -0.2074  0.41
H -0.6304 -0.5607 1.5537  0.19

The value obtained for the HOMO energy is -8.51 eV. As for the SMILES: C=C(Cl)C(N)=S. The calculation puts the energy relative to the best compared isomer or geometry (same formula, charge and spin) at 40.9 kJ/mol. As for the total charge: 0. The value obtained for the strongest force on any atom is 3.36 eV/A.


[4]
The following is a quantum chemistry calculation of C5H11NO in the gas phase, from OMol25.

Last column: natural (NBO) charge in e.
Cartesian coordinates (Å):
O 0.6881 1.6894 -0.5416  -0.71
N 0.6094 0.1820 1.3598  -0.64
C -1.9327 0.2631 -0.6801  -0.61
C -0.5849 -0.6756 1.2522  -0.22
C 0.6987 0.3561 -0.1023  0.40
C 2.0095 -0.2080 -0.6392  -0.64
C -0.6434 -0.4365 -0.2665  -0.26
H -0.0388 2.1481 -0.1019  0.47
H -2.7404 -0.4536 -0.4884  0.21
H 2.7841 0.4537 -0.2342  0.22
H 2.1018 -0.1932 -1.7295  0.22
H -0.5154 -1.3457 -0.8615  0.21
H -2.1523 1.1447 -0.0622  0.20
H -1.9894 0.5571 -1.7324  0.22
H 1.4229 -0.2818 1.7553  0.36
H -1.4411 -0.2526 1.7947  0.18
H -0.4741 -1.7225 1.5559  0.18
H 2.1981 -1.2248 -0.2782  0.20

The value obtained for the HOMO energy is -9.13 eV. As for the SMILES: C[C@@H]1CN[C@]1(C)O. The calculation puts the energy relative to the best compared isomer or geometry (same formula, charge and spin) at 134.3 kJ/mol. As for the total charge: 0. The value obtained for the strongest force on any atom is 0.32 eV/A.